(1)
Molecular formula: C5H10O2
Method: DFT, ωB97M-V/def2-TZVPD

Cartesian coordinates (Å):
1 O -0.66330 -1.01665 0.88866
2 C 0.57350 -0.42812 1.23534
3 C 0.43400 0.84026 2.01365
4 C 1.18629 1.54857 1.16028
5 C 1.35403 0.41990 0.16300
6 H -0.45981 -1.88963 0.53386
7 H 1.20371 -1.16951 1.74551
8 H -0.03049 1.01640 2.97202
9 H 1.60805 2.54271 1.21207
10 H 2.38360 0.11519 -0.06091
11 H 0.79906 0.56490 -0.76953
12 C -1.40032 -0.64408 -2.11899
13 O -1.38044 0.60248 -1.46325
14 H -2.27729 -1.26822 -1.88610
15 H -0.50707 -1.26352 -1.93343
16 H -1.42486 -0.41784 -3.18487
17 H -1.39867 0.44718 -0.50735

Forces on atoms 1 to 2 (eV/Å):
O 0.066 -0.286 -0.232
C 0.195 -0.001 0.203

ΔE to the lowest compared entry with this formula, charge and spin = 3.1908 eV
Strongest force on any atom = 0.0096 hartree/bohr
Frontier orbital gap = 10.48 eV

(2)
Molecular formula: C9H7NO2
Method: DFT, ωB97M-V/def2-TZVPD

Cartesian coordinates (Å):
1 O 3.31176 -1.55001 -0.08616
2 C 2.25043 -0.91564 -0.08503
3 N 1.01814 -1.46458 -0.02105
4 C -0.21916 -0.78840 0.00193
5 C -1.42848 -1.46662 0.07913
6 C -2.64169 -0.81766 0.06687
7 C -2.64961 0.62281 -0.00962
8 C -1.47803 1.31130 -0.11416
9 C -0.23635 0.62921 -0.06902
10 C 1.05889 1.28991 -0.09267
11 C 2.21274 0.58004 -0.02095
12 O 3.49745 1.10247 0.15653
13 H 1.01575 -2.48764 -0.09689
14 H -1.51007 -2.57646 0.12867
15 H -3.55503 -1.47165 0.05013
16 H -3.64218 1.11819 0.04448
17 H -1.49837 2.42651 -0.09260
18 H 1.05984 2.36531 -0.04322
19 H 3.43398 2.09291 0.20363

Forces on atoms 1 to 2 (eV/Å):
O -1.742 0.510 -0.248
C 1.942 0.774 0.652

ΔE to the lowest compared entry with this formula, charge and spin = 0.5020 eV
Strongest force on any atom = 0.0487 hartree/bohr
Frontier orbital gap = 8.76 eV

(3)
Molecular formula: C4H4O
Method: DFT, ωB97M-V/def2-TZVPD

Cartesian coordinates (Å):
1 C 2.78207 -0.19508 0.53081
2 C 1.71705 0.17568 0.08716
3 C 0.46171 0.14929 -0.60390
4 C -1.81006 0.07202 -0.22479
5 O -0.49913 0.40669 0.24504
6 H 3.70406 -0.55694 0.92536
7 H -1.73509 -0.28016 -1.25567
8 H -2.16721 -0.71972 0.43764
9 H -2.45341 0.94823 -0.14165

Forces on atoms 1 to 2 (eV/Å):
C -0.433 0.181 -0.173
C 0.465 -0.310 0.049

ΔE to the lowest compared entry with this formula, charge and spin = 4.0693 eV
Strongest force on any atom = 0.0109 hartree/bohr
Frontier orbital gap = 8.75 eV

(4)
Molecular formula: C4H8S3
Method: DFT, ωB97M-V/def2-TZVPD

Cartesian coordinates (Å):
1 C -0.29755 2.13924 -0.12633
2 C -0.66710 -0.81096 -0.53024
3 C -0.95959 -1.65553 0.67827
4 C 2.01464 -0.07722 -0.27001
5 H 0.19563 1.76295 0.89742
6 H 0.59888 2.67070 -0.61260
7 H -1.08455 3.13546 0.11000
8 H -1.24195 -1.22835 -1.34114
9 H -1.11283 -3.05286 0.18728
10 H 0.21235 -1.67438 1.81217
11 H -2.10203 -1.39690 1.02799
12 H 1.18861 0.22104 0.58453
13 S -1.28708 0.81192 -0.89340
14 S 0.98556 -1.18925 -1.21490
15 S 3.55702 0.34414 -0.30903

Forces on atoms 1 to 2 (eV/Å):
C 0.290 2.748 2.946
C 1.472 -0.636 -0.669

ΔE to the lowest compared entry with this formula, charge and spin = 6.0900 eV
Strongest force on any atom = 0.0961 hartree/bohr
Frontier orbital gap = 8.54 eV

(5)
Molecular formula: C31H69BrN6O8P
Method: DFT, ωB97M-V/def2-TZVPD

Cartesian coordinates (Å):
1 C -2.82703 0.84086 -1.75939
2 C -2.00582 1.31574 -2.53532
3 P -0.69848 2.31294 -3.58220
4 O -2.01100 2.66155 -4.70600
5 C -1.08893 3.86069 -2.50588
6 C 0.07517 4.93497 -2.46530
7 C 1.52750 4.34944 -2.25500
8 C 1.72170 3.51303 -0.91182
9 C 2.66219 2.29307 -1.24158
10 C 3.15149 1.49180 0.05879
11 C 3.51165 0.03045 -0.46895
12 O 4.43891 -0.66553 0.39371
13 C 4.68097 -1.94487 -0.24791
14 C -0.27068 0.65221 -4.49591
15 Br 0.09727 -0.73161 -3.07281
16 C 0.95946 0.77580 -5.49675
17 C 2.28147 0.01000 -5.04122
18 H -3.26959 0.39004 -0.84200
19 H 0.23685 3.07011 -4.37450
20 H 0.27672 1.94475 -2.58964
21 H -2.85743 2.37901 -4.30672
22 H -2.00057 4.34351 -2.98273
23 H -1.41897 3.50142 -1.48871
24 H 0.06170 5.50161 -3.45073
25 H -0.12946 5.70309 -1.65527
26 H 1.83375 3.68444 -3.11004
27 H 2.30623 5.17796 -2.22453
28 H 2.29888 4.16960 -0.18384
29 H 0.74974 3.22293 -0.41895
30 H 2.15959 1.50494 -1.88755
31 H 3.56130 2.62857 -1.84963
32 H 4.03927 2.02164 0.50350
33 H 2.33493 1.42247 0.82895
34 H 2.54593 -0.53869 -0.55849
35 H 4.02439 0.19185 -1.46921
36 H 4.19926 -2.79741 0.32534
37 H 5.78135 -2.13068 -0.42639
38 H 4.20396 -1.97389 -1.27716
39 H -1.17733 0.25071 -5.03422
40 H 1.23818 1.82928 -5.76789
41 H 0.64523 0.27580 -6.46830
42 H 2.14279 -1.10699 -5.10093
43 H 3.08893 0.25859 -5.80351
44 H 2.65812 0.33121 -4.03287
45 C 1.74750 -5.98924 3.20109
46 C 3.04814 -6.03798 2.44132
47 O 3.34110 -6.98053 1.71445
48 N 3.90356 -4.99503 2.58345
49 C 3.74042 -3.79668 3.39105
50 H 1.17319 -6.88919 2.98666
51 H 1.93991 -5.94877 4.27503
52 H 1.16145 -5.12245 2.88993
53 H 4.75098 -5.09815 2.04551
54 H 3.79248 -2.92889 2.72731
55 H 4.56486 -3.75146 4.10263
56 H 2.79679 -3.78591 3.92861
57 C 2.99252 -2.43563 7.38895
58 C 4.29007 -2.47920 6.62870
59 O 4.58908 -3.41771 5.89909
60 N 5.14321 -1.43063 6.77165
61 C 4.97196 -0.23989 7.57923
62 H 2.41930 -3.33681 7.17525
63 H 3.18546 -2.39536 8.45975
64 H 2.40388 -1.57048 7.07978
65 H 5.99131 -1.52777 6.23315
66 H 5.01697 0.63204 6.92357
67 H 5.79449 -0.18702 8.29608
68 H 4.02550 -0.24098 8.11479
69 C 3.33315 -2.65834 11.45787
70 C 1.95900 -2.21325 11.02684
71 O 1.78693 -1.46941 10.07181
72 N 0.89130 -2.66586 11.73708
73 C 0.88536 -3.54501 12.88849
74 H 4.07751 -2.21631 10.79731
75 H 3.53481 -2.32499 12.47762
76 H 3.41528 -3.74507 11.39298
77 H 0.00692 -2.32572 11.38907
78 H 0.29374 -4.42980 12.64505
79 H 0.41231 -3.02084 13.72145
80 H 1.88798 -3.84935 13.17645
81 C -4.33912 -2.64066 -6.02722
82 C -3.33031 -2.23082 -4.98256
83 O -3.13092 -1.06294 -4.69849
84 N -2.63238 -3.21501 -4.35002
85 C -2.72408 -4.64565 -4.54349
86 H -4.81064 -1.74960 -6.43844
87 H -3.84430 -3.17678 -6.83996
88 H -5.11378 -3.26664 -5.57896
89 H -1.97619 -2.86448 -3.66528
90 H -3.00125 -5.10674 -3.59259
91 H -1.74198 -5.01798 -4.84447
92 H -3.45799 -4.91072 -5.30052
93 C -4.11219 6.38037 -8.29595
94 C -4.39005 5.28185 -7.29988
95 O -5.53320 4.95992 -6.99269
96 N -3.32965 4.64926 -6.74375
97 C -1.92133 4.88382 -6.97577
98 H -5.05684 6.78938 -8.65172
99 H -3.54379 7.18338 -7.82274
100 H -3.56292 5.98322 -9.15177
101 H -3.58865 3.92587 -6.08666
102 H -1.47699 3.95723 -7.34231
103 H -1.45837 5.14797 -6.02375
104 H -1.75088 5.68012 -7.69736
105 C -6.78093 0.51046 -1.90178
106 C -6.84228 0.55868 -0.39829
107 O -6.59733 -0.41779 0.29615
108 N -7.18419 1.74010 0.18630
109 C -7.50703 2.99807 -0.45470
110 H -6.49593 -0.49092 -2.21912
111 H -7.76060 0.74203 -2.32591
112 H -6.03242 1.21510 -2.27000
113 H -7.20430 1.69620 1.19402
114 H -6.80370 3.75587 -0.10353
115 H -8.51796 3.28816 -0.15848
116 H -7.45354 2.93097 -1.53780

Forces on atoms 1 to 2 (eV/Å):
C 0.506 -0.040 0.905
C -0.909 -0.180 1.021

Strongest force on any atom = 0.0378 hartree/bohr
Frontier orbital gap = 6.11 eV
Total charge = -1

(6)
Molecular formula: C3H4N2O
Method: DFT, ωB97M-V/def2-TZVPD

Cartesian coordinates (Å):
1 O -0.41352 1.43866 2.02555
2 C -0.34019 0.82875 1.00290
3 N 1.00788 0.75055 -0.16949
4 C 0.74463 -0.43114 -0.77473
5 C -0.46227 -0.94542 -0.48481
6 N -1.15460 -0.06407 0.40204
7 H 1.89786 1.16718 -0.49157
8 H 1.46104 -0.95677 -1.40276
9 H -0.62638 -1.99872 -0.30958
10 H -2.11445 0.21097 0.20246

Forces on atoms 1 to 2 (eV/Å):
O 0.529 -0.168 -1.878
C 1.504 0.853 -0.357

ΔE to the lowest compared entry with this formula, charge and spin = 2.3046 eV
Strongest force on any atom = 0.0381 hartree/bohr
Frontier orbital gap = 8.83 eV

(7)
Molecular formula: C20H20BBr2CaCl5F8KLiNO19PS
Method: DFT, ωB97M-V/def2-TZVPD

Cartesian coordinates (Å):
1 C 4.24829 -2.61105 0.11861
2 C 4.28765 -1.02417 -0.09799
3 C 3.16594 -0.33796 0.75335
4 Cl 3.95745 1.16528 1.51775
5 P 1.74746 0.36611 -0.33877
6 O 2.46346 1.12535 -1.62941
7 C 0.86611 1.60294 0.61625
8 O 0.72332 1.37837 1.90264
9 N 0.38995 2.80347 -0.08669
10 C 0.39070 3.98755 0.73722
11 O 0.93696 4.94880 0.31424
12 F -0.19019 4.10503 1.99526
13 S 0.57762 -1.24828 -1.07828
14 O 0.90560 -2.45216 -0.30418
15 O 1.05595 -1.49118 -2.45036
16 C -1.25891 -0.93747 -1.17493
17 F -1.62499 0.36220 -0.91851
18 F -1.60517 -1.14876 -2.47830
19 C -2.14545 -1.91843 -0.31533
20 F -2.02830 -3.20189 -0.70296
21 F -3.45801 -1.54739 -0.56921
22 C -1.92755 -1.83667 1.24826
23 F -1.10211 -2.79621 1.72766
24 F -3.13444 -2.09490 1.83242
25 F -1.52083 -0.62217 1.69702
26 H 3.54383 -2.88183 0.93061
27 H 5.28910 -2.93924 0.41016
28 H 3.98689 -3.07641 -0.86648
29 H 4.27962 -0.73154 -1.17692
30 H 5.27295 -0.67141 0.31137
31 H 2.75249 -0.98641 1.55995
32 H 1.77081 1.38724 -2.27560
33 H -0.54960 2.70661 -0.48763
34 Cl 2.90214 5.74952 -0.07026
35 C 1.10840 7.65869 -2.29426
36 O 1.63218 6.54857 -2.45055
37 O 1.42524 8.48259 -1.39855
38 O 0.18861 8.12043 -3.01222
39 Li 6.12899 -2.57681 -1.68700
40 O 0.62377 2.65749 -3.50676
41 C 1.57733 3.02700 -4.11919
42 O 2.78746 2.40698 -4.05825
43 C 3.75009 3.14218 -4.81114
44 C 2.92905 3.96488 -5.79626
45 C 1.65160 4.23592 -5.01405
46 H 4.32521 3.77130 -4.12706
47 H 4.43081 2.45197 -5.31135
48 H 3.43683 4.86964 -6.12834
49 H 2.69599 3.35931 -6.68436
50 H 1.73028 5.13401 -4.39480
51 H 0.78216 4.29635 -5.66542
52 K 3.89700 4.90086 -8.08083
53 Ca 2.73617 3.44495 2.10796
54 B -5.03845 -6.05097 1.10069
55 O -5.60352 -5.45361 2.32984
56 C -4.59191 -5.19406 3.14777
57 O -4.70667 -4.70127 4.23945
58 C -3.31057 -5.60758 2.49964
59 O -2.21057 -5.50700 2.97529
60 O -3.57339 -6.11012 1.29917
61 O -5.59516 -7.39846 0.86332
62 C -6.19556 -7.38189 -0.32388
63 O -6.75405 -8.32199 -0.81999
64 C -6.06044 -6.01900 -0.92250
65 O -6.49117 -5.66716 -1.98595
66 O -5.38067 -5.24016 -0.08468
67 C -6.32120 -0.02063 2.25098
68 Cl -5.29827 -0.41481 0.86632
69 Cl -7.77442 0.84521 1.72337
70 Cl -6.75133 -1.47988 3.14143
71 H -5.76161 0.62810 2.91614
72 O -0.93715 -3.87581 -2.82540
73 H -0.49024 -3.03071 -2.83995
74 Br 1.89873 1.47839 4.79252
75 C 1.33186 1.39088 6.65800
76 C 2.50133 1.52637 7.59918
77 Br 3.53245 -0.12252 7.69127
78 H 0.78937 0.45621 6.77592
79 H 0.64182 2.22479 6.78309
80 H 2.15326 1.70224 8.61645
81 H 3.19156 2.31623 7.31395

Forces on atoms 1 to 2 (eV/Å):
C 0.905 1.039 -1.111
C 0.499 -0.764 1.103

Strongest force on any atom = 0.1244 hartree/bohr
Frontier orbital gap = 1.35 eV

(8)
Molecular formula: C2H5BrN3
Method: DFT, ωB97M-V/def2-TZVPD

Cartesian coordinates (Å):
1 C -0.65273 -0.98616 0.08415
2 C 0.19252 0.09505 1.79681
3 N -0.07000 -1.86210 1.00981
4 N 0.40915 -1.21409 1.98319
5 N -0.46467 0.29404 0.67963
6 Br 1.81364 0.48058 -1.44144
7 H -0.03763 -1.10030 -0.76549
8 H -1.77948 -1.27819 -0.25070
9 H 0.70482 0.92347 2.45829
10 H 2.61494 1.06679 -2.53316
11 H -0.94455 1.14348 0.48626

Forces on atoms 1 to 2 (eV/Å):
C -3.608 -0.460 -0.063
C 0.707 3.578 -0.022

ΔE to the lowest compared entry with this formula, charge and spin = 2.5724 eV
Strongest force on any atom = 0.0709 hartree/bohr
Frontier orbital gap = 8.23 eV
Total charge = +1